DFT (ωB97M-V with the def2-TZVPD basis set) results for a structure of composition C19H16BrN4OTl.

Geometry as XYZ:
```
42
Properties=species:S:1:pos:R:3:forces:R:3:nbo_charge:R:1
Tl 11.7120 5.4944 3.5242 0.540 0.011 0.345 0.833
C 11.6905 7.4435 8.0777 -1.771 -0.272 0.590 -0.686
C 11.3383 6.7036 6.8107 -1.194 0.495 0.170 0.203
N 12.1489 6.2444 5.9434 1.916 -0.085 0.198 -0.306
N 13.4874 6.4255 6.2462 0.143 -0.434 0.179 -0.509
C 14.3222 5.6739 5.5193 -0.711 0.284 -1.015 0.607
O 14.0066 4.9317 4.5373 -0.424 0.151 0.272 -0.791
C 15.7869 5.8109 5.8201 0.440 -0.092 0.201 -0.116
C 16.7212 5.1809 4.9840 0.155 0.369 0.829 -0.172
C 18.1027 5.3425 5.2855 -1.368 0.500 0.730 -0.223
C 18.5286 6.1419 6.3528 -1.129 -0.257 -0.040 -0.204
C 17.5530 6.7733 7.1582 1.433 -0.677 -0.633 -0.227
C 16.2379 6.5735 6.9175 -1.450 0.150 -1.067 -0.174
C 9.9015 6.4789 6.4935 0.379 0.716 1.321 0.184
C 8.9211 6.7669 7.4499 -0.791 -0.340 -0.592 -0.247
C 7.6075 6.4052 7.2141 -0.669 -0.020 0.221 -0.155
C 7.3071 5.7880 6.0102 -1.075 -0.855 -0.591 -0.267
C 8.3446 5.5421 5.1251 0.087 0.381 0.790 0.047
N 9.6037 5.9230 5.3430 -0.551 -0.948 -0.817 -0.474
H 12.7220 7.5908 8.0816 1.685 0.314 0.105 0.260
H 11.4115 6.8818 9.0084 0.172 0.263 -0.863 0.226
H 11.1756 8.4294 8.1462 0.253 -0.714 -0.207 0.219
H 16.3139 4.5743 4.1594 0.554 0.345 0.440 0.242
H 18.8268 4.8112 4.7335 0.706 -0.444 -0.740 0.206
H 19.5798 6.2290 6.5861 0.063 0.075 -0.073 0.210
H 17.8007 7.4066 7.9757 0.535 0.378 0.501 0.206
H 15.5146 7.1466 7.4790 -0.197 -0.281 0.164 0.226
H 9.1046 7.2465 8.3709 0.697 0.364 0.801 0.224
H 6.8227 6.5459 7.9878 0.678 0.060 -0.671 0.224
H 6.2908 5.4011 5.7272 1.099 0.557 0.568 0.227
H 8.1691 4.9279 4.2740 -0.113 -0.079 -0.881 0.194
Br 15.1312 9.1978 4.5967 -0.243 0.095 0.203 0.091
C 13.3325 9.4980 5.1192 -0.793 -0.574 -0.239 0.164
C 12.9955 10.2785 6.2049 -0.386 0.036 -0.326 -0.272
C 11.6532 10.5090 6.4404 0.733 0.053 0.901 -0.169
C 10.7111 9.8645 5.7134 -2.731 0.301 -1.005 -0.262
C 11.1065 9.0891 4.6290 0.563 -0.437 0.636 0.045
N 12.3995 8.8945 4.3900 0.477 0.048 -0.795 -0.459
H 13.6770 10.6930 6.8890 1.135 0.471 0.367 0.230
H 11.3670 11.1361 7.2713 -0.025 0.080 0.083 0.220
H 9.6295 10.0616 5.9382 1.105 -0.417 -0.361 0.224
H 10.4233 8.5098 3.9958 0.076 0.431 0.298 0.203
```
Forces are in eV/Å.

energy relative to the best compared isomer or geometry (same formula, charge and spin) = 9.3 kcal per mole
E = -3774.37587 a.u.
HOMO level = -7.602 eV
gap between HOMO and LUMO = 7.35 eV
lowest unoccupied orbital energy = -0.2 eV


DFT (ωB97M-V with the def2-TZVPD basis set) results for an isolated molecule of C19H16ClN3O3S.

Geometry as XYZ:
```
43
Properties=species:S:1:pos:R:3:forces:R:3:nbo_charge:R:1
O -1.0263 -0.1813 -1.9885 -0.020 0.055 -0.163 -0.577
C -0.7929 -1.2631 -1.5123 -0.004 -0.352 -0.406 0.703
C -1.5678 -2.5284 -1.8385 -0.134 0.251 0.002 -0.536
C -2.5419 -2.7466 -0.7102 -0.099 -0.195 -0.013 0.074
C -3.7138 -2.0018 -0.6587 0.039 -0.063 -0.035 -0.241
C -4.5996 -2.1627 0.3913 -0.057 0.004 0.011 -0.195
C -4.3194 -3.0615 1.4072 -0.053 0.005 0.067 -0.219
C -3.1506 -3.8017 1.3658 0.051 -0.043 0.105 -0.202
C -2.2655 -3.6436 0.3134 -0.056 0.014 -0.050 -0.252
N 0.1652 -1.4645 -0.5485 0.336 -0.105 0.263 -0.642
C 1.0165 -0.4652 -0.0899 0.501 0.232 -0.069 0.334
C 2.3932 -0.4730 0.0345 -0.738 0.403 0.131 -0.176
C 2.7149 0.8310 0.4719 -1.184 -0.587 -0.254 0.143
N 1.6322 1.5697 0.5962 0.478 0.777 0.278 -0.248
N 0.5987 0.7806 0.2732 0.626 -0.788 -0.090 -0.181
C -0.7112 1.2742 0.3755 -0.833 0.442 0.255 0.253
C -1.7365 0.4872 0.8863 0.227 0.062 0.017 -0.255
C -3.0106 1.0153 0.9860 0.034 0.075 -0.039 -0.184
C -3.2698 2.3181 0.5993 0.002 0.068 -0.030 -0.241
C -2.2303 3.0987 0.1161 0.101 -0.388 0.121 -0.015
Cl -2.5361 4.7285 -0.3524 -0.050 0.279 -0.087 0.015
C -0.9490 2.5902 0.0016 0.004 -0.118 -0.006 -0.252
C 4.1306 1.1671 0.6884 0.268 -0.343 -0.102 -0.662
S 4.9723 -0.3776 0.1256 0.345 -0.196 0.043 2.153
O 5.7343 -0.9407 1.2048 -0.267 -0.009 0.323 -0.935
O 5.6586 -0.1380 -1.1109 -0.287 0.211 -0.319 -0.932
C 3.4840 -1.4352 -0.1927 0.424 0.332 0.091 -0.647
H -0.8941 -3.3793 -1.9449 -0.003 -0.022 -0.019 0.220
H -2.1000 -2.3649 -2.7752 0.130 -0.001 0.019 0.249
H -3.9244 -1.2920 -1.4443 -0.029 0.098 -0.103 0.226
H -5.5130 -1.5870 0.4151 -0.081 0.058 0.003 0.217
H -5.0104 -3.1874 2.2271 -0.063 -0.015 0.063 0.218
H -2.9274 -4.5065 2.1531 0.010 -0.059 0.064 0.217
H -1.3616 -4.2371 0.2838 0.091 -0.068 -0.027 0.203
H 0.4177 -2.4106 -0.3042 -0.142 0.113 -0.013 0.411
H -1.5463 -0.5254 1.2066 0.038 -0.096 0.032 0.227
H -3.8084 0.4024 1.3757 -0.060 -0.042 0.039 0.222
H -4.2638 2.7291 0.6748 -0.078 0.072 0.010 0.228
H -0.1363 3.1910 -0.3715 0.034 0.081 -0.048 0.249
H 4.4799 1.9944 0.0778 0.134 -0.023 -0.084 0.266
H 4.3874 1.3235 1.7324 0.096 -0.050 0.054 0.262
H 3.5501 -1.8032 -1.2136 0.148 -0.021 -0.067 0.253
H 3.5158 -2.2559 0.5204 0.122 -0.046 0.030 0.247
```
Forces are in eV/Å.

energy relative to the best compared isomer or geometry (same formula, charge and spin) = 64.3 kcal per mole
E = -1982.00190 a.u.
structure (SMILES) = O=C(Cc1ccccc1)Nc1c2c(nn1-c1cccc(Cl)c1)CS(=O)(=O)C2
HOMO level = -9.009 eV
gap between HOMO and LUMO = 9.16 eV
lowest unoccupied orbital energy = 0.1 eV


> Number 1 is which compound?

C19H16BrN4OTl